(1)
A structure of composition C22H47NO4Si2Sr, computed with ωB97M-V with the def2-TZVPD basis set.

## Properties
Charge   0
HOMO   -0.245 Eh
Largest force on an atom   1.65 eV/A
Total energy   -1831.9498 hartree

Each line ends with the Mulliken charge.
Element x y z (Å)
O: -0.71 -1.85 0.79  -0.22
O: -2.78 -0.51 -3.46  -0.23
C: 0.30 -2.60 0.05  -0.06
C: 0.84 -3.78 0.84  -1.34
H: 1.09 -1.87 -0.17  0.26
H: -0.15 -2.92 -0.89  0.20
H: 1.12 -3.49 1.86  0.22
H: 1.74 -4.16 0.34  0.42
H: 0.11 -4.59 0.88  0.36
C: -1.79 -2.63 1.39  -0.25
C: -2.69 -3.21 0.32  -1.23
H: -2.33 -1.94 2.05  0.27
H: -1.33 -3.41 2.01  0.34
H: -3.12 -2.41 -0.31  0.22
H: -3.52 -3.74 0.79  0.42
H: -2.15 -3.92 -0.31  0.29
C: -3.85 0.43 -3.65  -0.26
C: -2.70 -1.57 -4.42  -0.19
C: -5.03 0.18 -2.73  -1.25
H: -4.19 0.42 -4.70  0.39
H: -3.39 1.41 -3.43  0.28
H: -5.50 -0.79 -2.94  0.29
H: -5.77 0.96 -2.91  0.40
H: -4.74 0.22 -1.68  0.24
C: -3.95 -2.43 -4.56  -1.25
H: -1.85 -2.18 -4.08  0.29
H: -2.45 -1.14 -5.41  0.28
H: -4.29 -2.83 -3.59  0.26
H: -3.72 -3.27 -5.21  0.41
H: -4.78 -1.87 -5.02  0.32
H: -0.89 0.73 -2.62  -0.02
Sr: -0.07 0.05 2.13  2.02
C: -0.39 1.72 -2.57  -0.55
Si: 0.63 2.12 -4.12  0.33
H: -1.18 2.47 -2.45  0.31
H: 0.25 1.74 -1.68  0.24
C: 1.45 0.52 -4.67  -0.92
C: 1.94 3.42 -3.78  -0.97
C: -0.48 2.75 -5.51  -1.02
C: 2.43 -0.14 1.39  -1.35
Si: 3.66 0.91 2.33  0.30
H: 2.47 -0.03 0.29  0.38
H: 2.57 -1.23 1.58  0.32
C: 4.30 2.29 1.21  -1.05
C: 5.08 -0.16 2.98  -1.12
C: 2.94 1.75 3.86  -0.81
H: 0.12 3.01 -6.39  0.32
H: -1.03 3.65 -5.20  0.32
H: -1.21 1.99 -5.81  0.27
H: 2.24 0.22 -3.97  0.31
H: 1.91 0.63 -5.67  0.31
H: 0.72 -0.29 -4.73  0.24
H: 2.48 3.22 -2.84  0.27
H: 1.50 4.43 -3.70  0.30
H: 2.69 3.45 -4.59  0.29
H: 5.37 -0.93 2.25  0.30
H: 4.78 -0.68 3.91  0.32
H: 5.97 0.45 3.21  0.32
H: 2.61 1.04 4.62  0.15
H: 2.08 2.41 3.63  0.18
H: 3.71 2.39 4.32  0.36
H: 5.15 2.81 1.67  0.31
H: 3.51 3.03 1.03  0.26
H: 4.61 1.90 0.23  0.29
O: 0.95 -2.32 5.73  -0.70
C: 0.47 -1.53 4.92  0.03
O: 0.31 -1.68 3.64  -0.56
C: 0.07 -0.17 5.51  0.34
C: 0.23 0.07 6.89  -0.49
C: 0.03 1.35 7.40  -0.33
C: -0.42 2.35 6.53  -0.51
C: -0.66 2.02 5.19  -0.44
N: -0.37 0.80 4.67  -0.04
H: 0.53 -0.78 7.51  0.46
H: 0.22 1.55 8.45  0.41
H: -0.59 3.37 6.87  0.39
H: -1.11 2.76 4.50  0.37

=====

(2)
A cluster of 3 separate species, C22H48BFIN4OS in total, computed with ωB97M-V with the def2-TZVPD basis set.

## Properties
Charge   +1
HOMO   -0.362 Eh
Largest force on an atom   4.99 eV/A
Total energy   -1981.6401 hartree

Each line ends with the Mulliken charge.
Element x y z (Å)
C: 2.26 4.25 -5.80  -1.18
C: 1.69 3.05 -4.94  -0.28
B: 1.35 1.73 -5.83  0.27
O: 2.00 1.41 -7.03  -0.58
C: 0.19 0.76 -5.20  0.20
N: -1.09 0.45 -5.71  -0.03
C: -1.64 -0.38 -4.75  0.08
S: -3.33 -0.94 -5.06  -0.21
N: -0.79 -0.58 -3.71  0.31
C: -1.17 -1.39 -2.54  -0.90
C: -2.13 -0.49 -1.63  0.27
F: -1.85 0.88 -1.94  -0.35
C: 0.43 0.11 -3.90  -0.13
C: 1.69 0.23 -3.00  -0.62
C: 2.17 -1.12 -2.33  -0.59
C: 2.07 -2.40 -3.26  -0.81
I: 4.29 -0.86 -1.83  0.04
H: 2.64 5.02 -5.07  0.36
H: 1.45 4.76 -6.39  0.31
H: 3.14 3.96 -6.43  0.29
H: 0.69 3.38 -4.52  0.28
H: 2.37 2.82 -4.07  0.27
H: 2.91 1.10 -6.85  0.36
H: -1.51 0.79 -6.57  0.33
H: -4.04 0.25 -5.02  0.22
H: -0.30 -1.82 -1.97  0.25
H: -1.81 -2.23 -2.93  0.42
H: -1.93 -0.65 -0.53  -0.04
H: -3.21 -0.65 -1.90  0.30
H: 2.58 0.63 -3.58  0.41
H: 1.52 0.99 -2.18  0.36
H: 1.65 -1.22 -1.34  0.46
H: 1.14 -2.97 -2.99  0.27
H: 2.94 -3.06 -2.99  0.44
H: 2.15 -2.17 -4.35  0.22
C: -4.55 -1.43 0.92  -1.33
C: -4.99 -1.97 2.27  -0.45
N: -3.95 -2.69 2.99  0.11
C: -4.45 -3.42 4.15  -0.66
C: -5.03 -2.61 5.31  -0.96
C: -2.70 -1.97 3.19  -0.55
C: -2.76 -0.65 3.96  -0.76
H: -4.17 -2.23 0.28  0.33
H: -5.40 -0.97 0.41  0.47
H: -3.78 -0.66 1.02  0.24
H: -5.83 -2.66 2.09  0.47
H: -5.40 -1.14 2.87  0.26
H: -3.65 -4.07 4.53  0.34
H: -5.23 -4.11 3.80  0.41
H: -4.24 -2.13 5.90  0.23
H: -5.57 -3.27 5.98  0.39
H: -5.72 -1.84 4.97  0.28
H: -2.25 -1.78 2.21  0.18
H: -1.98 -2.63 3.68  0.32
H: -3.60 -0.02 3.65  0.24
H: -1.84 -0.08 3.77  0.15
H: -2.82 -0.81 5.04  0.31
C: 5.37 2.64 2.70  -1.48
C: 4.16 1.92 2.11  -0.17
N: 3.77 0.73 2.84  0.10
C: 2.80 -0.09 2.13  -0.43
C: 1.41 0.52 1.87  -0.35
C: 3.50 0.91 4.26  -0.74
C: 2.41 1.91 4.66  -0.84
H: 6.23 1.97 2.78  0.33
H: 5.65 3.48 2.06  0.43
H: 5.15 3.05 3.69  0.32
H: 4.44 1.62 1.09  0.33
H: 3.34 2.64 2.01  0.23
H: 2.67 -1.04 2.65  0.35
H: 3.23 -0.36 1.16  0.00
H: 0.80 0.52 2.76  -0.01
H: 0.88 -0.09 1.12  0.13
H: 1.47 1.53 1.47  0.26
H: 4.43 1.21 4.75  0.41
H: 3.27 -0.06 4.71  0.33
H: 2.46 2.83 4.09  0.24
H: 2.53 2.17 5.72  0.37
H: 1.42 1.48 4.56  0.19

=====

(3)
A cluster of 6 separate species, C22H48ClFN3O13PS5 in total, computed with ωB97M-V with the def2-TZVPD basis set.

## Properties
Energy above the lowest of the compared OMol25 structures with the same formula, charge and spin   288.7 kJ/mol
Charge   0
HOMO   -0.309 Eh
Largest force on an atom   4.72 eV/A
Total energy   -4901.5982 hartree

Each line ends with the Mulliken charge.
Element x y z (Å)
C: 5.50 0.69 -1.07  -1.42
C: 4.11 -0.07 -1.20  0.77
O: 3.27 0.39 -0.13  -0.46
C: 4.25 -1.66 -1.07  -0.91
N: 2.89 -2.25 -0.85  -0.12
C: 2.28 -2.37 -2.20  -0.99
C: 0.79 -1.78 -2.28  0.43
O: 0.94 -0.39 -2.62  -0.24
C: -0.31 0.30 -2.75  1.07
C: 0.13 1.57 -3.64  -0.82
C: -1.06 2.40 -4.27  -0.21
N: -1.10 3.67 -4.00  -0.65
C: -1.54 -0.43 -3.45  0.05
O: -1.80 -0.62 -4.60  -0.53
O: -2.33 -0.93 -2.37  -0.38
C: -2.04 -0.51 -1.04  1.09
F: -3.24 0.19 -0.70  -0.38
P: -1.95 -1.77 0.36  0.57
O: -3.03 -1.54 1.39  -0.53
O: -2.20 -3.29 -0.31  -0.54
O: -0.50 -1.84 1.16  -0.42
C: -0.86 0.57 -1.28  0.21
Cl: -1.75 2.18 -0.98  -0.20
N: 0.28 0.67 -0.33  -0.05
C: -0.13 1.31 0.69  0.17
O: -0.21 1.80 1.74  -0.45
H: 5.27 1.80 -1.07  0.30
H: 6.16 0.52 -1.97  0.34
H: 6.06 0.42 -0.13  0.40
H: 3.70 0.14 -2.23  0.04
H: 3.82 0.53 0.66  0.29
H: 4.95 -1.92 -0.22  0.39
H: 4.75 -2.05 -2.01  0.27
H: 3.05 -3.21 -0.48  0.19
H: 2.86 -1.87 -3.03  0.32
H: 2.17 -3.47 -2.49  0.41
H: 0.33 -1.97 -1.27  -0.37
H: 0.28 -2.39 -3.09  0.33
H: 0.87 2.23 -3.08  0.25
H: 0.72 1.14 -4.51  0.43
H: -1.88 1.98 -4.91  0.38
H: -1.92 4.10 -4.47  0.30
H: -2.14 -3.94 0.42  0.34
H: -0.53 -1.33 2.00  0.33
C: -4.09 0.22 3.93  -0.98
S: -2.39 0.72 4.26  0.75
O: -1.81 -0.26 5.22  -0.73
C: -2.82 2.21 5.19  -1.09
H: -4.07 -0.73 3.39  0.39
H: -4.62 0.08 4.87  0.25
H: -4.59 0.97 3.33  0.38
H: -3.43 1.94 6.05  0.35
H: -3.36 2.90 4.54  0.34
H: -1.90 2.68 5.53  0.33
C: 3.43 -7.04 1.88  -0.90
S: 4.28 -6.57 0.36  0.42
O: 4.45 -5.09 0.38  -0.55
C: 2.89 -6.93 -0.74  -0.87
H: 4.11 -6.85 2.72  0.32
H: 2.53 -6.44 2.00  0.26
H: 3.18 -8.10 1.84  0.37
H: 2.02 -6.34 -0.45  0.23
H: 2.66 -7.99 -0.69  0.39
H: 3.19 -6.67 -1.76  0.31
C: -3.84 5.46 -2.23  -1.00
S: -4.53 4.11 -3.20  0.68
O: -4.35 4.46 -4.64  -0.67
C: -6.25 4.42 -2.79  -1.06
H: -2.76 5.47 -2.37  0.29
H: -4.26 6.41 -2.56  0.42
H: -4.06 5.29 -1.17  0.33
H: -6.53 5.44 -3.08  0.32
H: -6.40 4.29 -1.71  0.36
H: -6.88 3.71 -3.32  0.33
C: -8.05 -0.30 6.84  -0.99
S: -7.44 0.25 5.23  0.65
O: -7.08 1.69 5.36  -0.61
C: -9.03 0.16 4.39  -1.01
H: -7.22 -0.29 7.54  0.30
H: -8.83 0.37 7.19  0.33
H: -8.43 -1.32 6.75  0.36
H: -9.75 0.80 4.89  0.33
H: -9.38 -0.88 4.39  0.36
H: -8.89 0.50 3.36  0.31
C: 10.82 1.58 -1.23  -0.95
S: 9.19 1.54 -0.44  0.48
O: 8.55 0.25 -0.82  -0.56
C: 8.46 2.84 -1.46  -0.85
H: 11.44 0.81 -0.77  0.32
H: 10.72 1.38 -2.29  0.30
H: 11.27 2.56 -1.07  0.37
H: 8.51 2.55 -2.51  0.30
H: 9.00 3.77 -1.29  0.42
H: 7.42 2.96 -1.16  0.21

=====

Please write out number 2 again, unchanged.
A cluster of 3 separate species, C22H48BFIN4OS in total, computed with ωB97M-V with the def2-TZVPD basis set.

## Properties
Charge   +1
HOMO   -0.362 Eh
Largest force on an atom   4.99 eV/A
Total energy   -1981.6401 hartree

Each line ends with the Mulliken charge.
Element x y z (Å)
C: 2.26 4.25 -5.80  -1.18
C: 1.69 3.05 -4.94  -0.28
B: 1.35 1.73 -5.83  0.27
O: 2.00 1.41 -7.03  -0.58
C: 0.19 0.76 -5.20  0.20
N: -1.09 0.45 -5.71  -0.03
C: -1.64 -0.38 -4.75  0.08
S: -3.33 -0.94 -5.06  -0.21
N: -0.79 -0.58 -3.71  0.31
C: -1.17 -1.39 -2.54  -0.90
C: -2.13 -0.49 -1.63  0.27
F: -1.85 0.88 -1.94  -0.35
C: 0.43 0.11 -3.90  -0.13
C: 1.69 0.23 -3.00  -0.62
C: 2.17 -1.12 -2.33  -0.59
C: 2.07 -2.40 -3.26  -0.81
I: 4.29 -0.86 -1.83  0.04
H: 2.64 5.02 -5.07  0.36
H: 1.45 4.76 -6.39  0.31
H: 3.14 3.96 -6.43  0.29
H: 0.69 3.38 -4.52  0.28
H: 2.37 2.82 -4.07  0.27
H: 2.91 1.10 -6.85  0.36
H: -1.51 0.79 -6.57  0.33
H: -4.04 0.25 -5.02  0.22
H: -0.30 -1.82 -1.97  0.25
H: -1.81 -2.23 -2.93  0.42
H: -1.93 -0.65 -0.53  -0.04
H: -3.21 -0.65 -1.90  0.30
H: 2.58 0.63 -3.58  0.41
H: 1.52 0.99 -2.18  0.36
H: 1.65 -1.22 -1.34  0.46
H: 1.14 -2.97 -2.99  0.27
H: 2.94 -3.06 -2.99  0.44
H: 2.15 -2.17 -4.35  0.22
C: -4.55 -1.43 0.92  -1.33
C: -4.99 -1.97 2.27  -0.45
N: -3.95 -2.69 2.99  0.11
C: -4.45 -3.42 4.15  -0.66
C: -5.03 -2.61 5.31  -0.96
C: -2.70 -1.97 3.19  -0.55
C: -2.76 -0.65 3.96  -0.76
H: -4.17 -2.23 0.28  0.33
H: -5.40 -0.97 0.41  0.47
H: -3.78 -0.66 1.02  0.24
H: -5.83 -2.66 2.09  0.47
H: -5.40 -1.14 2.87  0.26
H: -3.65 -4.07 4.53  0.34
H: -5.23 -4.11 3.80  0.41
H: -4.24 -2.13 5.90  0.23
H: -5.57 -3.27 5.98  0.39
H: -5.72 -1.84 4.97  0.28
H: -2.25 -1.78 2.21  0.18
H: -1.98 -2.63 3.68  0.32
H: -3.60 -0.02 3.65  0.24
H: -1.84 -0.08 3.77  0.15
H: -2.82 -0.81 5.04  0.31
C: 5.37 2.64 2.70  -1.48
C: 4.16 1.92 2.11  -0.17
N: 3.77 0.73 2.84  0.10
C: 2.80 -0.09 2.13  -0.43
C: 1.41 0.52 1.87  -0.35
C: 3.50 0.91 4.26  -0.74
C: 2.41 1.91 4.66  -0.84
H: 6.23 1.97 2.78  0.33
H: 5.65 3.48 2.06  0.43
H: 5.15 3.05 3.69  0.32
H: 4.44 1.62 1.09  0.33
H: 3.34 2.64 2.01  0.23
H: 2.67 -1.04 2.65  0.35
H: 3.23 -0.36 1.16  0.00
H: 0.80 0.52 2.76  -0.01
H: 0.88 -0.09 1.12  0.13
H: 1.47 1.53 1.47  0.26
H: 4.43 1.21 4.75  0.41
H: 3.27 -0.06 4.71  0.33
H: 2.46 2.83 4.09  0.24
H: 2.53 2.17 5.72  0.37
H: 1.42 1.48 4.56  0.19

=====

What did the first record say?
A structure of composition C22H47NO4Si2Sr, computed with ωB97M-V with the def2-TZVPD basis set.

## Properties
Charge   0
HOMO   -0.245 Eh
Largest force on an atom   1.65 eV/A
Total energy   -1831.9498 hartree

Each line ends with the Mulliken charge.
Element x y z (Å)
O: -0.71 -1.85 0.79  -0.22
O: -2.78 -0.51 -3.46  -0.23
C: 0.30 -2.60 0.05  -0.06
C: 0.84 -3.78 0.84  -1.34
H: 1.09 -1.87 -0.17  0.26
H: -0.15 -2.92 -0.89  0.20
H: 1.12 -3.49 1.86  0.22
H: 1.74 -4.16 0.34  0.42
H: 0.11 -4.59 0.88  0.36
C: -1.79 -2.63 1.39  -0.25
C: -2.69 -3.21 0.32  -1.23
H: -2.33 -1.94 2.05  0.27
H: -1.33 -3.41 2.01  0.34
H: -3.12 -2.41 -0.31  0.22
H: -3.52 -3.74 0.79  0.42
H: -2.15 -3.92 -0.31  0.29
C: -3.85 0.43 -3.65  -0.26
C: -2.70 -1.57 -4.42  -0.19
C: -5.03 0.18 -2.73  -1.25
H: -4.19 0.42 -4.70  0.39
H: -3.39 1.41 -3.43  0.28
H: -5.50 -0.79 -2.94  0.29
H: -5.77 0.96 -2.91  0.40
H: -4.74 0.22 -1.68  0.24
C: -3.95 -2.43 -4.56  -1.25
H: -1.85 -2.18 -4.08  0.29
H: -2.45 -1.14 -5.41  0.28
H: -4.29 -2.83 -3.59  0.26
H: -3.72 -3.27 -5.21  0.41
H: -4.78 -1.87 -5.02  0.32
H: -0.89 0.73 -2.62  -0.02
Sr: -0.07 0.05 2.13  2.02
C: -0.39 1.72 -2.57  -0.55
Si: 0.63 2.12 -4.12  0.33
H: -1.18 2.47 -2.45  0.31
H: 0.25 1.74 -1.68  0.24
C: 1.45 0.52 -4.67  -0.92
C: 1.94 3.42 -3.78  -0.97
C: -0.48 2.75 -5.51  -1.02
C: 2.43 -0.14 1.39  -1.35
Si: 3.66 0.91 2.33  0.30
H: 2.47 -0.03 0.29  0.38
H: 2.57 -1.23 1.58  0.32
C: 4.30 2.29 1.21  -1.05
C: 5.08 -0.16 2.98  -1.12
C: 2.94 1.75 3.86  -0.81
H: 0.12 3.01 -6.39  0.32
H: -1.03 3.65 -5.20  0.32
H: -1.21 1.99 -5.81  0.27
H: 2.24 0.22 -3.97  0.31
H: 1.91 0.63 -5.67  0.31
H: 0.72 -0.29 -4.73  0.24
H: 2.48 3.22 -2.84  0.27
H: 1.50 4.43 -3.70  0.30
H: 2.69 3.45 -4.59  0.29
H: 5.37 -0.93 2.25  0.30
H: 4.78 -0.68 3.91  0.32
H: 5.97 0.45 3.21  0.32
H: 2.61 1.04 4.62  0.15
H: 2.08 2.41 3.63  0.18
H: 3.71 2.39 4.32  0.36
H: 5.15 2.81 1.67  0.31
H: 3.51 3.03 1.03  0.26
H: 4.61 1.90 0.23  0.29
O: 0.95 -2.32 5.73  -0.70
C: 0.47 -1.53 4.92  0.03
O: 0.31 -1.68 3.64  -0.56
C: 0.07 -0.17 5.51  0.34
C: 0.23 0.07 6.89  -0.49
C: 0.03 1.35 7.40  -0.33
C: -0.42 2.35 6.53  -0.51
C: -0.66 2.02 5.19  -0.44
N: -0.37 0.80 4.67  -0.04
H: 0.53 -0.78 7.51  0.46
H: 0.22 1.55 8.45  0.41
H: -0.59 3.37 6.87  0.39
H: -1.11 2.76 4.50  0.37

=====

Question: What is the charge in the third record?
Answer: 0

=====

Question: The lowest total energy belongs to which entry?
Answer: C22H48ClFN3O13PS5